# 1
ORCA calculation (ωB97M-V with the def2-TZVPD basis set) on a structure of composition C40H67N2O5SZn.

Each line ends with the Mulliken charge.
Geometry (Å):
Zn (-0.87, 1.61, 0.57)  5.04
C (-1.07, 4.49, -0.72)  -1.61
N (-0.69, 3.86, 0.52)  1.32
C (-1.53, 4.41, 1.57)  -1.09
C (0.72, 4.05, 0.75)  -1.27
C (1.65, 3.04, 0.03)  -1.24
N (1.43, 1.69, 0.55)  1.17
C (2.02, 0.67, -0.35)  -1.55
C (1.54, 0.56, -1.79)  -0.16
C (2.34, -0.19, -2.63)  -0.42
C (2.05, -0.47, -3.95)  -0.65
C (0.79, -0.02, -4.42)  -0.17
C (-0.07, 0.73, -3.62)  -0.63
C (0.29, 1.01, -2.25)  -0.05
O (-0.53, 1.69, -1.50)  0.54
C (-1.42, 1.23, -4.20)  2.78
C (-1.58, 0.80, -5.66)  -2.50
C (-1.46, 2.76, -4.17)  -1.70
C (-2.61, 0.70, -3.44)  -1.58
C (3.06, -1.22, -4.85)  2.15
C (4.34, -0.40, -4.99)  -1.65
C (2.56, -1.48, -6.28)  -2.12
C (3.43, -2.54, -4.19)  -1.67
C (2.12, 1.54, 1.86)  -1.54
C (1.50, 0.49, 2.79)  0.54
C (2.23, -0.62, 3.19)  -0.87
C (1.64, -1.60, 3.99)  -0.51
C (0.31, -1.36, 4.38)  0.32
C (-0.42, -0.19, 4.08)  -0.37
C (0.18, 0.73, 3.15)  0.20
O (-0.50, 1.74, 2.64)  -1.96
C (-1.83, 0.08, 4.59)  2.47
C (-1.98, 1.48, 5.15)  -1.65
C (-2.82, -0.13, 3.40)  -1.37
C (-2.21, -0.91, 5.69)  -2.27
C (2.41, -2.88, 4.35)  2.39
C (1.62, -3.84, 5.23)  -2.31
C (3.69, -2.55, 5.06)  -1.88
C (2.70, -3.64, 3.01)  -1.34
H (-0.94, 5.57, -0.64)  0.41
H (-2.09, 4.26, -1.03)  0.07
H (-0.46, 4.10, -1.52)  0.60
H (-1.61, 5.50, 1.46)  0.41
H (-1.21, 4.09, 2.57)  0.25
H (-2.53, 4.00, 1.46)  0.05
H (0.95, 3.98, 1.83)  0.40
H (1.02, 5.09, 0.45)  0.48
H (2.68, 3.45, 0.11)  0.49
H (1.40, 3.12, -1.01)  0.29
H (1.87, -0.31, 0.18)  0.17
H (3.11, 0.82, -0.38)  0.65
H (3.34, -0.46, -2.21)  0.35
H (0.54, -0.26, -5.43)  0.75
H (-0.79, 1.06, -6.34)  0.44
H (-2.48, 1.29, -6.04)  0.47
H (-1.71, -0.30, -5.78)  0.37
H (-0.55, 3.14, -4.69)  0.33
H (-1.46, 3.15, -3.17)  -0.12
H (-2.33, 3.09, -4.71)  0.55
H (-2.66, -0.41, -3.54)  0.09
H (-3.55, 1.10, -3.85)  0.62
H (-2.53, 0.96, -2.39)  0.05
H (4.18, 0.53, -5.59)  0.34
H (5.17, -0.96, -5.48)  0.43
H (4.66, -0.10, -3.98)  0.31
H (2.33, -0.56, -6.81)  0.41
H (1.65, -2.12, -6.32)  0.34
H (3.38, -1.98, -6.85)  0.43
H (3.89, -2.44, -3.20)  0.29
H (4.14, -3.10, -4.80)  0.49
H (2.50, -3.14, -4.03)  0.27
H (2.11, 2.46, 2.42)  0.62
H (3.18, 1.25, 1.71)  0.25
H (3.27, -0.72, 2.83)  0.25
H (-0.15, -2.07, 5.06)  0.46
H (-1.81, 2.28, 4.40)  -0.05
H (-1.32, 1.63, 5.99)  0.42
H (-2.99, 1.59, 5.59)  0.48
H (-2.47, 0.41, 2.52)  -0.43
H (-3.82, 0.21, 3.73)  0.58
H (-2.82, -1.20, 3.15)  0.21
H (-1.47, -0.91, 6.53)  0.35
H (-2.25, -1.95, 5.32)  0.38
H (-3.22, -0.69, 6.09)  0.42
H (1.29, -3.42, 6.17)  0.41
H (2.29, -4.69, 5.46)  0.47
H (0.75, -4.19, 4.70)  0.40
H (3.53, -2.16, 6.04)  0.45
H (4.27, -1.81, 4.51)  0.29
H (4.34, -3.46, 5.17)  0.42
H (1.77, -3.85, 2.45)  0.11
H (3.20, -4.61, 3.22)  0.48
H (3.35, -3.02, 2.37)  0.30
C (-5.03, 2.58, -0.30)  -0.91
O (-3.70, 2.70, 0.22)  -0.36
C (-2.97, 1.52, 0.23)  -0.21
O (-3.61, 0.51, -0.10)  -0.64
H (-5.43, 3.57, -0.11)  0.30
H (-5.58, 1.80, 0.25)  0.28
H (-5.06, 2.32, -1.35)  0.21
C (0.30, -3.40, 0.01)  -1.35
C (-0.09, -2.62, -1.23)  0.06
S (-1.31, -1.27, -0.89)  0.65
O (-0.75, -0.63, 0.40)  -1.85
C (-2.63, -2.32, -0.22)  -0.44
C (-3.41, -3.04, -1.37)  -1.30
H (1.24, -3.92, -0.17)  0.55
H (-0.41, -4.15, 0.33)  0.39
H (0.46, -2.68, 0.82)  0.05
H (-0.44, -3.26, -2.06)  0.64
H (0.79, -2.06, -1.60)  -0.33
H (-3.25, -1.58, 0.29)  0.26
H (-2.20, -2.98, 0.51)  0.53
H (-3.75, -2.29, -2.09)  0.26
H (-4.29, -3.52, -0.96)  0.44
H (-2.82, -3.83, -1.90)  0.24

F_max: 1.9 eV/Å
net charge: -1

# 2
ORCA calculation (ωB97M-V with the def2-TZVPD basis set) on a structure of composition C8H10IMoN.

Each line ends with the Mulliken spin population.
Geometry (Å):
C (-0.09, -0.53, -2.18)  -0.09
C (1.28, -0.88, -1.92)  -0.05
C (2.01, 0.33, -1.66)  0.13
C (1.10, 1.44, -1.77)  -0.15
C (-0.20, 0.91, -2.10)  0.18
Mo (0.45, 0.10, -0.07)  2.01
C (0.82, -1.89, 0.88)  0.01
C (-0.68, -2.08, 0.75)  -0.01
C (-1.33, -3.29, 0.78)  -0.06
N (-1.23, -0.88, 0.54)  -0.09
H (3.08, 0.40, -1.49)  0.03
H (1.70, -1.88, -1.97)  0.00
H (1.36, 2.48, -1.74)  -0.01
H (-1.08, 1.49, -2.35)  0.03
H (-0.89, -1.21, -2.47)  0.00
H (1.45, -2.66, 0.42)  0.00
H (-2.23, -0.74, 0.51)  0.01
H (1.14, -1.66, 1.91)  0.02
H (-0.72, -4.19, 0.82)  0.00
H (-2.42, -3.34, 0.69)  0.00
I (1.22, 2.12, 1.37)  0.03

F_max: 4.1 eV/Å
energy relative to the best compared isomer or geometry (same formula, charge and spin): 0.0 kJ/mol
⟨S²⟩: 2.05
multiplicity: 3

# 3
ORCA calculation (ωB97M-V with the def2-TZVPD basis set) on a structure of composition C30H29FeN2O2.

Each line ends with the Mulliken spin population.
Geometry (Å):
C (-7.04, 0.42, 5.18)  0.00
O (-6.36, -0.81, 4.77)  0.00
C (-5.01, -0.88, 4.63)  0.03
C (-4.47, -2.07, 4.08)  -0.02
C (-3.11, -2.15, 3.85)  0.02
C (-2.27, -1.07, 4.13)  -0.05
C (-0.81, -1.19, 3.69)  0.18
C (0.07, -0.70, 4.86)  0.00
C (0.41, -1.30, 6.17)  -0.01
C (1.26, -0.37, 6.90)  0.05
C (1.42, 0.83, 6.08)  0.08
C (0.67, 0.63, 4.84)  -0.06
Fe (1.99, -0.82, 5.12)  2.70
C (2.64, -1.66, 3.42)  0.22
C (3.03, -2.45, 4.56)  -0.04
C (3.78, -1.61, 5.47)  0.01
C (3.85, -0.27, 4.90)  -0.05
C (3.12, -0.30, 3.63)  0.04
C (-2.80, 0.08, 4.73)  0.06
C (-4.16, 0.21, 4.95)  0.00
H (-8.10, 0.13, 5.09)  0.00
H (-6.82, 0.65, 6.24)  0.00
H (-6.83, 1.29, 4.52)  0.00
H (-5.14, -2.84, 3.73)  0.00
H (-2.69, -3.07, 3.46)  0.00
H (-0.50, -2.27, 3.59)  -0.02
H (0.02, -2.24, 6.54)  0.01
H (1.62, -0.47, 7.92)  0.03
H (1.91, 1.76, 6.35)  0.00
H (0.51, 1.30, 4.00)  -0.04
H (2.15, -2.03, 2.53)  0.03
H (2.83, -3.53, 4.66)  0.01
H (4.31, -1.97, 6.35)  0.03
H (4.45, 0.56, 5.29)  0.01
H (3.04, 0.50, 2.90)  0.00
H (-2.15, 0.92, 4.98)  0.01
H (-4.59, 1.16, 5.28)  0.00
H (-0.67, -0.87, 2.55)  0.13
C (-0.49, -1.20, 1.19)  0.43
H (0.36, -1.90, 1.20)  -0.05
C (-1.75, -1.80, 0.72)  -0.04
C (-2.38, -1.45, -0.44)  0.14
N (-2.05, -0.30, -1.10)  0.07
C (-2.76, 0.08, -2.31)  -0.05
C (-4.14, -0.22, -2.39)  0.04
C (-4.88, 0.26, -3.48)  -0.02
C (-4.25, 0.99, -4.51)  0.03
C (-2.85, 1.18, -4.48)  -0.02
C (-2.11, 0.78, -3.34)  0.04
C (-1.01, 0.43, -0.54)  0.20
C (-0.14, -0.04, 0.40)  -0.13
C (1.15, 0.68, 0.58)  -0.01
N (2.28, -0.08, 0.76)  0.01
O (1.20, 1.91, 0.61)  0.00
H (-2.23, -2.60, 1.28)  0.00
H (-3.24, -1.99, -0.83)  0.02
H (-4.66, -0.74, -1.57)  0.00
H (-5.97, 0.10, -3.51)  0.00
H (-4.86, 1.40, -5.32)  0.00
H (-2.38, 1.67, -5.33)  0.00
H (-1.04, 1.03, -3.24)  0.01
H (-0.87, 1.37, -1.05)  0.02
H (2.31, -1.05, 0.44)  -0.01
H (3.12, 0.47, 0.56)  -0.01

F_max: 3.9 eV/Å
net charge: -1
⟨S²⟩: 6.12
multiplicity: 5

# 4
ORCA calculation (ωB97M-V with the def2-TZVPD basis set) on a cluster of 2 separate species, C22H27N4O6 in total.

Each line ends with the Mulliken charge.
Geometry (Å):
O (1.21, 1.24, -0.79)  -0.65
O (5.07, -7.55, 2.20)  -0.70
O (1.52, -2.87, -0.46)  -0.84
O (-0.24, -6.67, 2.19)  -0.69
O (3.40, -3.60, 0.45)  -0.72
O (1.81, -1.11, -2.25)  -0.42
C (0.54, 0.99, -1.78)  0.52
C (3.97, -7.06, 2.40)  0.64
C (2.23, -3.76, 0.05)  0.50
C (0.83, -6.97, 1.68)  0.14
C (-1.91, 9.38, 1.71)  -0.39
C (-0.66, 8.76, 1.73)  -0.56
C (-3.03, 8.68, 1.25)  -0.54
C (-1.02, 1.95, -3.54)  -1.05
C (-0.84, 3.05, -1.41)  -0.39
C (-1.94, 2.92, -3.95)  -1.12
C (-0.53, 7.44, 1.28)  -0.46
C (-2.90, 7.36, 0.81)  -0.31
C (-0.45, 1.99, -2.26)  0.04
C (-1.73, 4.05, -1.82)  0.75
C (-2.30, 3.98, -3.10)  1.26
C (-1.65, 6.73, 0.82)  0.26
N (0.73, -0.19, -2.48)  -0.12
N (1.10, -8.23, 1.32)  -0.09
N (-2.06, 5.11, -0.97)  -0.04
N (3.29, -6.48, 1.41)  -0.14
C (3.37, -7.14, 3.79)  -1.02
C (-3.29, 5.01, -3.58)  -1.60
C (0.17, -9.34, 1.45)  -0.96
C (-1.50, 5.30, 0.38)  -0.62
C (1.62, -5.16, 0.16)  -1.13
C (1.93, -5.91, 1.47)  0.64
H (1.67, -1.73, -1.45)  0.59
H (-2.01, 10.41, 2.05)  0.35
H (0.21, 9.30, 2.08)  0.38
H (-4.01, 9.16, 1.25)  0.37
H (-0.75, 1.16, -4.24)  0.21
H (-0.41, 3.07, -0.42)  0.50
H (-2.36, 2.85, -4.95)  0.28
H (0.45, 6.97, 1.30)  0.34
H (-3.78, 6.81, 0.48)  0.42
H (0.16, -0.33, -3.30)  0.11
H (2.02, -8.40, 0.92)  0.29
H (-2.49, 5.93, -1.40)  0.27
H (3.83, -6.27, 0.59)  0.24
H (2.53, -7.83, 3.79)  0.23
H (3.03, -6.15, 4.10)  0.35
H (4.13, -7.49, 4.48)  0.32
H (-2.82, 6.00, -3.62)  0.35
H (-3.67, 4.77, -4.57)  0.36
H (-4.14, 5.06, -2.89)  0.34
H (-0.21, -9.37, 2.48)  0.29
H (-0.67, -9.19, 0.78)  0.29
H (0.66, -10.28, 1.22)  0.34
H (-0.43, 5.04, 0.39)  0.35
H (-2.01, 4.63, 1.09)  0.32
H (1.96, -5.77, -0.69)  0.31
H (0.54, -5.06, 0.07)  0.33
H (1.86, -5.19, 2.29)  0.30

F_max: 3.1 eV/Å
net charge: -1

# 5
ORCA calculation (ωB97M-V with the def2-TZVPD basis set) on a cluster of 2 separate species, C2H4NP in total.

Each line ends with the Mulliken charge.
Geometry (Å):
C (0.26, 1.26, -0.67)  0.50
C (-0.41, 1.23, 0.46)  -0.95
N (0.88, 1.44, -1.66)  -0.41
P (0.06, -3.92, 1.39)  0.00
H (0.22, 1.09, 1.23)  0.28
H (-1.42, 1.15, 0.42)  0.29
H (1.18, 0.68, -2.22)  0.29
H (-0.78, -2.93, 1.05)  0.00

F_max: 3.6 eV/Å
energy relative to the best compared isomer or geometry (same formula, charge and spin): 362.2 kJ/mol

# 6
ORCA calculation (ωB97M-V with the def2-TZVPD basis set) on a cluster of 3 separate species, H6O3 in total.

Each line ends with the Mulliken charge.
Geometry (Å):
O (-0.60, -0.75, 2.07)  -0.67
H (-0.60, -1.09, 2.97)  0.31
H (-0.86, -1.49, 1.53)  0.32
O (1.43, 0.18, -2.34)  -0.66
H (0.76, -0.18, -2.93)  0.30
H (0.91, 0.61, -1.63)  0.39
O (-0.25, 0.93, -0.27)  -0.68
H (-0.05, 0.22, 0.36)  0.39
H (-0.74, 1.57, 0.24)  0.30

F_max: 0.2 eV/Å
SMILES: O.O.O
energy relative to the best compared isomer or geometry (same formula, charge and spin): 30.6 kJ/mol

Calculated E in order - -4227.704924; -731.419840; -2683.997176; -1525.091902; -474.535751; -229.313404 Ha